i | 100
Properties=species:S:1:pos:R:3:lowdin_charge:R:1 method="wB97M-V/def2-TZVPD" orbital_gap_ev=8.802 molar_mass_da=725.6 total_charge=+1 homo_energy_ev=-12.12
C 1.669 -4.261 1.507 -0.073
C 3.115 -4.165 0.866 -0.238
N 3.341 -3.017 0.073 -0.279
C 2.522 -3.013 -1.137 -0.014
C 3.091 -1.633 0.842 -0.064
C 3.931 -1.583 2.180 -0.018
C 4.745 -2.890 -0.508 -0.077
C 5.254 -4.078 -1.369 -0.206
O 6.644 -3.852 -1.771 -0.111
C 7.154 -5.146 -2.064 -0.084
H 1.500 -3.757 2.661 0.144
H 1.363 -5.450 1.763 0.144
H 0.862 -4.019 0.802 0.039
H 3.320 -5.231 0.354 0.181
H 3.800 -4.352 1.633 0.105
H 1.306 -2.729 -1.010 0.179
H 2.647 -4.133 -1.611 0.174
H 2.880 -2.257 -1.722 0.067
H 2.056 -1.609 1.194 0.099
H 3.270 -0.747 0.299 0.109
H 3.763 -0.695 2.843 0.116
H 4.948 -1.596 2.161 0.051
H 3.442 -2.185 2.726 -0.017
H 5.656 -3.050 0.368 0.217
H 4.994 -1.982 -0.957 0.117
H 4.713 -4.237 -2.365 0.152
H 5.072 -4.926 -0.805 0.076
H 7.197 -5.921 -1.374 0.099
H 8.003 -5.082 -2.487 0.040
H 6.853 -5.510 -2.918 0.055
Li -1.214 -0.202 2.386 0.761
N 0.107 0.436 0.527 -0.623
O 0.932 0.683 -0.377 0.003
O -0.331 -0.700 0.594 -0.085
O -0.407 1.311 1.226 -0.066
C -1.209 4.302 0.092 -0.033
C -1.923 4.200 1.381 -0.294
C -1.607 5.529 2.305 -0.043
O -2.889 5.767 2.773 0.097
C -3.770 5.122 2.120 -0.571
O -5.007 5.342 2.397 0.070
O -3.292 4.378 1.161 0.100
H -1.652 3.867 -0.823 0.097
H -0.281 3.821 0.273 0.053
H -1.244 5.258 -0.320 0.072
H -1.573 3.295 1.937 0.142
H -1.266 6.446 1.700 0.158
H -0.836 5.328 3.182 0.158
C -6.398 3.135 -0.075 0.006
C -5.703 1.764 0.132 -0.398
C -4.656 1.465 -0.918 -0.067
O -3.714 0.686 -0.166 0.085
C -3.930 0.872 1.118 -0.457
O -3.155 0.481 2.019 0.023
O -5.102 1.587 1.336 0.124
H -5.681 3.913 0.123 0.048
H -7.165 2.999 0.731 0.105
H -6.835 3.370 -1.196 0.155
H -6.464 0.942 -0.040 0.170
H -4.210 2.293 -1.174 0.073
H -5.148 0.971 -1.784 0.163
C -1.011 2.282 -4.660 0.028
C -0.403 1.139 -3.692 -0.258
C -1.454 0.159 -3.076 -0.095
O -1.050 -1.035 -3.625 0.115
C 0.111 -0.995 -4.178 -0.622
O 0.731 -1.864 -4.626 0.201
O 0.499 0.306 -4.382 0.082
H -1.605 2.013 -5.708 0.166
H -0.046 2.778 -4.859 0.086
H -1.526 2.934 -4.205 -0.031
H 0.122 1.293 -2.759 0.130
H -2.306 0.540 -3.495 0.105
H -1.445 0.295 -2.093 0.076
C 1.982 3.667 2.161 -0.028
C 2.068 3.542 3.654 -0.308
C 3.519 3.637 4.200 -0.134
O 3.409 4.697 5.087 0.032
C 2.146 5.323 4.934 -0.451
O 1.798 6.397 5.641 0.035
O 1.397 4.674 4.170 0.103
H 0.970 3.663 1.841 0.023
H 2.604 2.813 1.572 0.142
H 2.579 4.529 1.751 0.115
H 1.679 2.578 4.183 0.185
H 4.336 4.085 3.416 0.184
H 3.924 2.809 4.696 0.105
C -2.988 -3.130 -0.101 0.000
C -3.883 -3.157 -1.362 -0.314
C -3.159 -3.411 -2.547 -0.014
O -3.757 -4.777 -2.849 0.126
C -4.615 -5.159 -1.994 -0.670
O -5.203 -6.207 -1.900 0.149
O -4.860 -4.187 -1.145 0.117
H -2.510 -2.289 -0.455 0.034
H -2.189 -3.909 0.057 0.112
H -3.503 -3.048 0.787 0.063
H -4.338 -2.157 -1.188 0.163
H -2.110 -3.486 -2.721 0.138
H -3.448 -2.884 -3.358 0.103


ii | 100
Properties=species:S:1:pos:R:3:lowdin_charge:R:1 method="wB97M-V/def2-TZVPD" orbital_gap_ev=6.908 molar_mass_da=725.6 total_charge=+1 homo_energy_ev=-11.83
C 0.968 3.771 -5.366 -0.045
C 1.340 2.320 -5.335 -0.135
N 1.271 1.565 -3.948 -0.221
C 2.281 2.041 -2.939 -0.006
C -0.214 1.859 -3.407 -0.115
C -1.333 1.557 -4.453 -0.035
C 1.437 0.031 -4.201 -0.098
C 2.833 -0.471 -4.480 -0.187
O 2.620 -1.910 -4.522 -0.181
C 3.786 -2.562 -4.966 -0.092
H 1.269 4.254 -4.435 0.080
H -0.116 3.981 -5.445 0.092
H 1.423 4.422 -6.134 0.106
H 2.401 2.218 -5.523 0.122
H 0.907 1.552 -5.821 0.072
H 2.021 2.984 -2.705 0.029
H 3.390 2.232 -3.397 0.169
H 2.281 1.309 -2.031 0.132
H -0.250 2.837 -3.161 0.065
H -0.272 1.184 -2.501 0.136
H -2.286 1.948 -4.082 0.091
H -1.206 0.417 -4.428 0.109
H -1.331 1.998 -5.467 0.087
H 0.898 -0.322 -5.112 0.153
H 1.016 -0.450 -3.351 0.118
H 3.484 -0.170 -3.640 0.126
H 2.987 0.044 -5.364 0.100
H 3.935 -2.485 -6.088 0.128
H 3.409 -3.574 -5.193 0.099
H 4.396 -2.582 -4.131 0.071
Li 0.260 3.759 1.267 0.866
N 0.021 0.612 0.526 -0.591
O 0.892 0.042 -0.103 -0.014
O 0.174 1.770 0.877 -0.162
O -0.891 -0.064 1.147 -0.023
C -2.464 0.870 4.282 -0.010
C -2.464 1.168 5.839 -0.327
C -2.054 2.625 6.219 -0.149
O -3.238 3.238 6.404 0.089
C -4.289 2.437 6.378 -0.442
O -5.440 2.824 6.544 0.153
O -3.768 1.122 6.177 0.051
H -1.497 0.954 3.826 0.045
H -2.992 1.738 3.694 0.111
H -2.814 -0.157 4.107 0.076
H -1.945 0.283 6.306 0.172
H -1.294 2.943 5.517 0.110
H -1.397 2.867 7.105 0.149
C 2.786 -2.774 -1.029 -0.057
C 2.452 -2.833 0.410 -0.301
C 0.980 -3.280 0.731 -0.099
O 1.137 -4.558 1.331 0.038
C 2.472 -4.788 1.497 -0.651
O 2.843 -5.852 1.848 0.185
O 3.186 -3.890 1.005 0.152
H 2.629 -3.629 -1.768 0.118
H 3.755 -2.438 -1.463 0.077
H 1.882 -2.171 -1.343 0.083
H 2.458 -1.737 0.829 0.157
H 0.333 -3.536 -0.168 0.154
H 0.429 -2.590 1.445 0.130
C 5.312 0.260 -0.215 -0.014
C 5.413 0.650 1.282 -0.255
C 4.075 0.708 1.958 -0.103
O 4.065 -0.337 2.892 0.142
C 5.188 -0.884 2.866 -0.777
O 5.539 -1.892 3.525 0.107
O 5.970 -0.369 2.148 0.197
H 5.095 1.171 -0.815 0.081
H 4.558 -0.568 -0.469 0.082
H 6.303 -0.170 -0.512 0.102
H 5.899 1.592 1.299 0.138
H 3.267 0.744 1.179 0.133
H 4.287 1.631 2.612 0.165
C -2.229 -4.392 2.849 -0.022
C -2.672 -2.957 2.584 -0.314
C -3.242 -2.545 1.232 -0.098
O -4.371 -1.859 1.506 0.074
C -4.760 -1.972 2.758 -0.515
O -5.913 -1.728 3.138 0.125
O -3.741 -2.599 3.422 0.064
H -1.586 -4.690 3.713 0.103
H -1.306 -4.531 2.227 0.065
H -3.051 -5.128 2.409 0.140
H -1.777 -2.372 3.009 0.164
H -3.611 -3.287 0.605 0.146
H -2.712 -1.920 0.886 0.011
C -5.182 1.510 1.789 -0.005
C -4.239 2.220 0.676 -0.263
C -3.523 1.252 -0.239 -0.148
O -4.071 1.440 -1.436 0.085
C -5.102 2.258 -1.340 -0.569
O -5.855 2.537 -2.293 0.109
O -5.199 2.792 -0.164 0.113
H -5.800 2.164 2.480 0.098
H -4.646 0.764 2.438 0.038
H -5.968 0.619 1.343 0.165
H -3.758 2.963 1.180 0.108
H -3.701 0.235 -0.041 0.120
H -2.443 1.737 -0.289 0.154


It comes down to i, which is 22.6 kJ/mol more stable than the next structure.


i | 20
Properties=species:S:1:pos:R:3:lowdin_charge:R:1 method="wB97M-V/def2-TZVPD" orbital_gap_ev=9.960 molar_mass_da=103.2 smiles=NCC[C@H](N)CN homo_energy_ev=-8.89
N 0.833 -0.143 2.573 -0.009
C -0.371 0.378 1.828 -0.272
C -0.443 -0.277 0.492 -0.218
C -0.007 0.604 -0.683 -0.352
N -0.866 1.809 -0.843 0.048
C 0.021 -0.530 -1.899 -0.226
N 1.171 -1.474 -1.937 0.006
H 1.517 0.580 2.635 0.043
H 0.529 -0.389 3.520 0.060
H -0.422 1.428 1.801 0.083
H -1.281 0.028 2.394 0.120
H 0.455 -1.167 0.481 0.168
H -1.332 -0.721 0.439 0.051
H 1.079 0.811 -0.646 0.131
H -0.607 2.182 -1.811 0.105
H -1.808 1.798 -0.690 0.022
H -1.006 -0.993 -1.727 0.111
H -0.087 -0.137 -2.877 0.066
H 1.767 -1.415 -1.136 0.045
H 0.858 -2.371 -1.913 0.015


ii | 20
Properties=species:S:1:pos:R:3:lowdin_charge:R:1 method="wB97M-V/def2-TZVPD" orbital_gap_ev=9.632 molar_mass_da=103.2 smiles=NCCNCCN homo_energy_ev=-8.50
N 0.087 -2.736 -1.601 -0.014
C 0.174 -1.330 -2.010 -0.289
C -0.658 -0.436 -1.103 -0.278
N -0.072 -0.200 0.194 -0.083
C -0.794 0.713 1.069 -0.241
C -0.132 2.064 1.360 -0.276
N 1.167 1.780 1.974 -0.014
H 0.983 -3.154 -1.845 0.058
H 0.126 -2.833 -0.590 0.058
H -0.052 -1.128 -3.053 0.103
H 1.209 -0.976 -1.871 0.103
H -0.713 0.494 -1.706 0.111
H -1.685 -0.802 -1.033 0.118
H 0.903 0.050 0.075 0.098
H -1.701 0.917 0.503 0.107
H -0.910 0.243 2.053 0.106
H 0.099 2.462 0.365 0.107
H -0.805 2.715 1.917 0.102
H 1.126 1.083 2.701 0.063
H 1.671 2.619 2.209 0.060


It comes down to ii, which is 128.0 kJ/mol more stable than the next structure.


i | 20
Properties=species:S:1:pos:R:3:lowdin_charge:R:1 method="wB97M-V/def2-TZVPD" orbital_gap_ev=9.269 molar_mass_da=103.2 smiles="CNN(C)C.C=N" homo_energy_ev=-8.19
C -0.670 1.998 -0.412 -0.124
N -0.879 0.590 -0.102 -0.112
N 0.050 -0.022 0.771 -0.321
C -0.205 0.345 2.148 -0.110
C 1.450 0.137 0.411 -0.112
H -0.666 2.574 0.513 0.069
H -1.515 2.325 -1.015 0.075
H 0.255 2.209 -0.966 0.067
H -0.879 0.047 -0.963 0.053
H 0.302 -0.368 2.797 0.077
H 0.145 1.356 2.406 0.072
H -1.277 0.287 2.319 0.081
H 2.035 -0.567 1.003 0.079
H 1.839 1.149 0.596 0.076
H 1.570 -0.107 -0.644 0.072
C -0.301 -2.524 -1.397 -0.125
N -0.359 -1.647 -2.287 0.021
H -0.238 -3.604 -1.563 0.067
H -0.309 -2.190 -0.366 0.045
H -0.349 -1.988 -3.249 0.048


ii | 20
Properties=species:S:1:pos:R:3:lowdin_charge:R:1 method="wB97M-V/def2-TZVPD" orbital_gap_ev=8.583 molar_mass_da=103.2 smiles="CCC(N)N.C=N" homo_energy_ev=-7.87
C -1.535 0.101 -0.923 -0.161
C -0.815 -1.189 -0.758 -0.196
C 0.708 -0.936 0.068 -0.518
N 1.558 -2.096 0.011 0.026
N 0.461 -0.433 1.341 -0.014
H -1.277 0.616 -1.849 0.068
H -1.219 0.880 -0.156 0.037
H -2.615 -0.009 -0.822 0.068
H -0.566 -1.662 -1.708 0.080
H -1.326 -1.900 -0.113 0.082
H 1.137 -0.158 -0.570 0.118
H 1.157 -2.877 0.520 0.064
H 1.745 -2.386 -0.940 0.064
H 0.973 0.652 1.489 0.107
H 0.318 -1.180 2.016 0.068
C 0.239 2.535 0.068 -0.106
N 0.787 2.203 1.186 -0.011
H 0.892 2.666 -0.793 0.077
H -0.771 2.931 -0.047 0.077
H 0.151 2.244 1.980 0.068


It comes down to i, which is 36.0 kJ/mol more stable than the next structure.